No. 1
Molecular formula: C4H8O2
Method: DFT, ωB97M-V/def2-TZVPD

Each line ends with the Löwdin charge.
Atoms and positions in Å:
O1 1.3693 -1.2971 0.0194  -0.096
C1 1.3040 -0.0436 -0.6696  -0.248
C2 0.4690 0.8434 0.1924  -0.143
C3 -0.9967 1.0788 0.2006  -0.144
C4 -0.7941 -0.2298 0.7944  -0.252
O2 -1.3291 -1.3448 0.1329  -0.015
H1 1.0587 -1.9946 -0.5570  0.076
H2 0.9118 -0.1495 -1.6886  0.120
H3 2.3416 0.3118 -0.7480  0.113
H4 1.0499 1.4743 0.8830  0.124
H5 -1.5341 1.0612 -0.7438  0.117
H6 -1.2878 1.8411 0.9060  0.112
H7 -0.6035 -0.4979 1.8226  0.137
H8 -1.9589 -1.0533 -0.5443  0.099

Calculated values
- relative energy (zero: lowest compared OMol25 entry of this formula, charge and spin) (kJ/mol) = 344.0

=====

No. 2
Molecular formula: C22H25F3N2O7S
Method: DFT, ωB97M-V/def2-TZVPD

Each line ends with the Löwdin charge.
Atoms and positions in Å:
C1 -1.4527 -2.8476 0.8935  -0.114
H1 -2.3309 -3.0694 0.2746  0.086
O1 -0.5470 -2.0191 0.2099  -0.226
C2 -0.0885 -2.5859 -1.0023  -0.208
C3 1.0245 -1.7127 -1.5762  -0.158
N1 2.3437 -2.1286 -1.1306  -0.159
C4 2.5552 -2.1207 0.3014  -0.144
C5 2.5953 -0.7040 0.8988  -0.112
C6 3.6293 0.1539 0.1844  -0.371
C7 5.0489 -0.1373 0.6333  -0.460
O2 5.9354 -0.5328 -0.1063  0.083
N2 5.2587 0.0074 1.9562  0.039
H2 4.7288 0.6748 2.5115  0.123
O3 6.5771 -0.1436 2.3914  0.010
H3 7.0670 -0.3808 1.5756  0.101
C8 3.5135 0.0655 -1.3293  -0.116
H4 2.6261 0.6092 -1.6567  0.097
C9 3.4138 -1.4015 -1.7828  -0.156
H5 3.2617 -1.4411 -2.8632  0.125
H6 4.3525 -1.9080 -1.5489  0.123
H7 4.3898 0.5297 -1.7822  0.131
S1 3.3083 1.9206 0.6712  0.767
O4 3.3878 1.9924 2.1142  -0.308
O5 4.1713 2.7820 -0.0850  -0.269
C10 1.6010 2.2274 0.1987  -0.282
C11 0.5927 1.9310 1.0988  -0.051
C12 -0.7285 2.0111 0.7029  0.012
C13 -1.0330 2.3800 -0.6067  -0.237
C14 -0.0110 2.7411 -1.4867  0.027
C15 1.3069 2.6634 -1.0819  -0.055
H8 2.1138 2.9468 -1.7393  0.122
H9 -0.2732 3.0714 -2.4790  0.126
O6 -2.3052 2.4924 -1.0775  0.051
C16 -3.3248 1.7355 -0.5635  -0.248
C17 -3.1650 0.4154 -0.1463  0.006
C18 -4.2634 -0.2967 0.2907  0.021
C19 -5.5191 0.2940 0.3056  -0.195
C20 -5.6921 1.5985 -0.1231  0.006
C21 -4.5890 2.3134 -0.5554  0.026
H10 -4.7000 3.3300 -0.8961  0.127
H11 -6.6584 2.0758 -0.1275  0.119
O7 -6.5548 -0.5343 0.7753  0.139
C22 -7.7949 -0.0944 0.8187  -0.738
F1 -7.9764 0.9723 1.6182  0.160
F2 -8.2977 0.2642 -0.3763  0.161
F3 -8.5760 -1.0607 1.2878  0.183
H12 -4.1670 -1.3173 0.6214  0.115
H13 -2.1943 -0.0573 -0.1702  0.108
H14 -1.5206 1.7930 1.4025  0.127
H15 0.8560 1.6567 2.1080  0.123
H16 2.8159 -0.7551 1.9649  0.128
H17 1.6057 -0.2607 0.7771  0.095
H18 1.7608 -2.6847 0.7879  0.116
H19 3.5057 -2.6276 0.4893  0.135
H20 0.7778 -0.6682 -1.3250  0.119
H21 1.0194 -1.8102 -2.6646  0.128
H22 0.2873 -3.6044 -0.8366  0.130
H23 -0.9263 -2.6413 -1.7143  0.127
H24 -1.7586 -2.3073 1.7873  0.092
H25 -0.9833 -3.7956 1.1827  0.092

Calculated values
- relative energy (zero: lowest compared OMol25 entry of this formula, charge and spin) (kJ/mol) = 0.0

=====

No. 3
Molecular formula: C7H16O
Method: DFT, ωB97M-V/def2-TZVPD

Each line ends with the Löwdin charge.
Atoms and positions in Å:
C1 -1.3332 0.0514 -2.4826  -0.108
C2 -1.7957 -0.4581 -1.1179  -0.275
C3 -0.6977 -0.8913 -0.1716  -0.218
C4 0.0856 0.3151 0.4060  -0.194
C5 -0.6370 0.2075 4.2536  -0.109
C6 -0.5278 -0.1613 2.8012  -0.178
C7 -0.2023 0.6848 1.8405  -0.126
H1 -2.1994 0.0720 -3.1344  0.064
H2 -0.9032 1.0399 -2.4342  0.061
H3 -0.6779 -0.6491 -2.9928  0.069
H4 -2.3828 0.3051 -0.6143  0.108
H5 -2.5472 -1.2336 -1.2699  0.102
H6 0.0249 -1.5507 -0.6635  0.107
H7 -1.0906 -1.5108 0.6304  0.087
H8 1.1666 0.1780 0.3172  0.108
H9 -0.1452 1.1897 -0.2103  0.096
H10 -0.9671 1.2248 4.4209  0.067
H11 0.3520 0.0996 4.7088  0.074
H12 -1.2823 -0.4619 4.8195  0.065
H13 -0.5959 -1.2233 2.5879  0.094
H14 -0.1496 1.7289 2.1274  0.104
H15 4.2186 -0.4543 -3.4354  0.040
H16 3.4363 0.6234 -4.1529  0.029
O1 4.3172 0.2325 -4.1184  -0.069

Calculated values
- relative energy (zero: lowest compared OMol25 entry of this formula, charge and spin) (kJ/mol) = 101.9

=====

No. 4
Molecular formula: C14H27N3O2S3SiZn
Method: DFT, ωB97M-V/def2-TZVPD

Each line ends with the Löwdin charge.
Atoms and positions in Å:
C1 2.2305 3.5962 1.1081  -0.030
C2 1.8788 3.0853 -0.3045  -0.439
O1 0.4766 2.7755 -0.4063  -0.091
C3 2.7109 1.8818 -0.7614  -0.159
Si1 1.9761 0.1654 -0.5511  0.652
C4 3.3795 -1.0239 -0.1472  -0.219
C5 3.0242 -2.0815 0.9270  -0.340
N1 3.9512 -3.2108 0.9236  0.007
C6 1.1095 -0.4600 -2.1047  -0.221
C7 0.3585 0.6349 -2.8943  -0.276
C8 -1.0071 0.9321 -2.2832  -0.458
S1 -2.2157 -0.4021 -2.6013  1.053
C9 -3.4001 -0.0800 -1.3195  -1.094
S2 -4.1505 1.3502 -1.4230  0.914
N2 -3.5561 -1.0535 -0.3887  -0.125
C10 -4.6288 -0.7751 0.5798  -0.153
C11 -4.6844 -1.8126 1.7229  -0.113
O2 -3.6033 -2.7405 1.6722  -0.030
C12 -2.4333 -2.0525 1.5715  -0.220
C13 -2.2649 -1.4912 0.1720  -0.156
N3 0.7111 0.0188 0.7416  0.062
C14 0.8330 0.3182 1.8660  -0.877
S3 0.9249 0.7918 3.3765  0.804
H1 3.0355 3.0144 1.5538  0.076
H2 1.3493 3.4941 1.7356  0.061
H3 2.5722 4.6244 1.0661  0.088
H4 2.0838 3.9046 -0.9933  0.140
H5 -0.0013 3.6092 -0.4566  0.111
H6 2.9622 2.0143 -1.8145  0.100
H7 3.6555 1.9129 -0.2234  0.086
H8 4.2690 -0.4764 0.1559  0.086
H9 3.6019 -1.5649 -1.0679  0.085
H10 3.1467 -1.5809 1.8934  0.095
H11 2.0003 -2.4286 0.8055  0.092
H12 4.7706 -2.9919 0.3757  0.070
H13 3.5300 -4.0436 0.5378  0.072
H14 1.8243 -0.9900 -2.7284  0.091
H15 0.3650 -1.1939 -1.7792  0.058
H16 0.2876 0.3910 -3.9519  0.119
H17 0.9168 1.5667 -2.8381  0.097
H18 -0.9027 1.0122 -1.2032  0.039
H19 -1.4116 1.8785 -2.6270  0.084
H20 -4.5302 0.2095 1.0377  0.074
H21 -5.5700 -0.8078 0.0390  0.138
H22 -4.5905 -1.2731 2.6743  0.122
H23 -5.6072 -2.3767 1.7437  0.146
H24 -1.5988 -2.7104 1.8070  0.160
H25 -2.3841 -1.1670 2.3337  0.005
H26 -1.8923 -2.3099 -0.4424  0.137
H27 -1.5034 -0.7084 0.1619  0.070
Zn1 -1.9991 0.6252 2.7291  1.009

Calculated values
- electronic energy (eV) = -112302.54077
- charge = +2

=====

No. 5
Molecular formula: C33H30ClN6O13P
Method: DFT, ωB97M-V/def2-TZVPD

Each line ends with the Löwdin charge.
Atoms and positions in Å:
C1 5.6862 -4.1668 3.7478  -0.017
C2 5.4773 -2.8419 4.1102  -0.179
N1 4.1802 -2.3672 4.1130  0.064
C3 3.5083 -2.4828 2.8707  -0.650
O1 4.0166 -2.4767 1.8381  0.189
O2 2.1322 -2.5367 3.0147  -0.294
P1 1.5674 -3.9402 3.7896  0.616
O3 2.1639 -3.9403 5.3283  -0.343
Cl1 2.5208 -5.5900 2.9218  0.235
H1 6.1096 -4.4458 2.7888  0.057
H2 5.3910 -4.9305 4.4635  0.051
H3 6.3203 -2.2354 4.4440  0.109
H4 4.0952 -1.4340 4.5080  0.141
H5 2.4337 -3.0282 5.5393  0.002
C4 -1.1460 0.8419 7.9908  -0.063
C5 -0.8482 -0.4487 7.5744  -0.058
C6 0.4692 -0.8257 7.3741  0.001
C7 1.4764 0.0986 7.5984  -0.145
C8 1.1931 1.3903 8.0073  -0.001
C9 -0.1270 1.7609 8.2030  -0.060
N2 2.8763 -0.3019 7.4098  -0.339
O4 3.0960 -1.4415 7.0278  0.046
O5 3.7375 0.5172 7.6445  0.097
H6 -2.1762 1.1322 8.1516  0.110
H7 -1.6437 -1.1623 7.4088  0.112
H8 0.6953 -1.8319 7.0508  0.111
H9 1.9835 2.1073 8.1761  0.121
H10 -0.3622 2.7662 8.5246  0.111
C10 0.5424 -2.3192 -0.7211  -0.061
C11 -0.4883 -2.2963 -1.6528  -0.061
C12 -1.6963 -1.6969 -1.3365  0.002
C13 -1.8559 -1.1226 -0.0867  -0.148
C14 -0.8393 -1.1448 0.8538  0.007
C15 0.3649 -1.7476 0.5310  -0.042
N3 -3.1244 -0.4667 0.2438  -0.337
O6 -4.0081 -0.4777 -0.5957  0.055
O7 -3.2277 0.0592 1.3362  0.075
H11 1.4846 -2.7781 -0.9683  0.092
H12 -0.3495 -2.7440 -2.6276  0.107
H13 -2.4956 -1.6810 -2.0631  0.119
H14 -0.9727 -0.6986 1.8289  0.118
H15 1.1683 -1.7709 1.2516  0.079
C16 -6.9166 2.2599 -1.0350  -0.059
C17 -5.5499 2.1284 -0.8266  -0.057
C18 -4.6754 3.0518 -1.3759  0.008
C19 -5.1827 4.0998 -2.1254  -0.147
C20 -6.5422 4.2385 -2.3465  -0.008
C21 -7.4116 3.3108 -1.7970  -0.067
N4 -4.2603 5.0922 -2.6886  -0.340
O8 -3.0684 4.9355 -2.4951  0.064
O9 -4.7356 6.0196 -3.3163  0.077
H16 -7.5990 1.5401 -0.6010  0.109
H17 -5.1694 1.3122 -0.2365  0.072
H18 -3.6123 2.9474 -1.2125  0.120
H19 -6.9303 5.0563 -2.9363  0.118
H20 -8.4766 3.4084 -1.9598  0.107
C22 0.0547 6.6026 -3.9807  -0.065
C23 -1.2070 6.6035 -4.5595  -0.058
C24 -1.3379 6.7254 -5.9339  0.005
C25 -0.1991 6.8410 -6.7130  -0.150
C26 1.0641 6.8487 -6.1478  -0.011
C27 1.1884 6.7292 -4.7731  -0.070
N5 -0.3329 6.9462 -8.1726  -0.355
O10 -1.4557 6.9558 -8.6383  0.075
O11 0.6880 7.0142 -8.8307  0.071
H21 0.1545 6.5016 -2.9073  0.108
H22 -2.0857 6.5060 -3.9404  0.074
H23 -2.3212 6.7256 -6.3814  0.120
H24 1.9480 6.9439 -6.7617  0.117
H25 2.1703 6.7310 -4.3187  0.105
C28 3.2668 -6.2105 -5.2071  -0.070
C29 1.8858 -6.3501 -5.1703  -0.065
C30 1.1905 -6.0653 -4.0064  -0.003
C31 1.8905 -5.6386 -2.8911  -0.145
C32 3.2677 -5.5017 -2.9113  0.000
C33 3.9569 -5.7908 -4.0779  -0.063
N6 1.1553 -5.3124 -1.6628  -0.342
O12 -0.0513 -5.4585 -1.6688  0.082
O13 1.7975 -4.9084 -0.7112  0.042
H26 3.8070 -6.4286 -6.1195  0.108
H27 1.3505 -6.6786 -6.0509  0.109
H28 0.1159 -6.1752 -3.9809  0.120
H29 3.8074 -5.1724 -2.0348  0.122
H30 5.0329 -5.6855 -4.1082  0.109

Calculated values
- electronic energy (eV) = -92061.59378

=====

What did the third record say?
Molecular formula: C7H16O
Method: DFT, ωB97M-V/def2-TZVPD

Each line ends with the Löwdin charge.
Atoms and positions in Å:
C1 -1.3332 0.0514 -2.4826  -0.108
C2 -1.7957 -0.4581 -1.1179  -0.275
C3 -0.6977 -0.8913 -0.1716  -0.218
C4 0.0856 0.3151 0.4060  -0.194
C5 -0.6370 0.2075 4.2536  -0.109
C6 -0.5278 -0.1613 2.8012  -0.178
C7 -0.2023 0.6848 1.8405  -0.126
H1 -2.1994 0.0720 -3.1344  0.064
H2 -0.9032 1.0399 -2.4342  0.061
H3 -0.6779 -0.6491 -2.9928  0.069
H4 -2.3828 0.3051 -0.6143  0.108
H5 -2.5472 -1.2336 -1.2699  0.102
H6 0.0249 -1.5507 -0.6635  0.107
H7 -1.0906 -1.5108 0.6304  0.087
H8 1.1666 0.1780 0.3172  0.108
H9 -0.1452 1.1897 -0.2103  0.096
H10 -0.9671 1.2248 4.4209  0.067
H11 0.3520 0.0996 4.7088  0.074
H12 -1.2823 -0.4619 4.8195  0.065
H13 -0.5959 -1.2233 2.5879  0.094
H14 -0.1496 1.7289 2.1274  0.104
H15 4.2186 -0.4543 -3.4354  0.040
H16 3.4363 0.6234 -4.1529  0.029
O1 4.3172 0.2325 -4.1184  -0.069

Calculated values
- relative energy (zero: lowest compared OMol25 entry of this formula, charge and spin) (kJ/mol) = 101.9

=====

Repeat the second record exactly.
Molecular formula: C22H25F3N2O7S
Method: DFT, ωB97M-V/def2-TZVPD

Each line ends with the Löwdin charge.
Atoms and positions in Å:
C1 -1.4527 -2.8476 0.8935  -0.114
H1 -2.3309 -3.0694 0.2746  0.086
O1 -0.5470 -2.0191 0.2099  -0.226
C2 -0.0885 -2.5859 -1.0023  -0.208
C3 1.0245 -1.7127 -1.5762  -0.158
N1 2.3437 -2.1286 -1.1306  -0.159
C4 2.5552 -2.1207 0.3014  -0.144
C5 2.5953 -0.7040 0.8988  -0.112
C6 3.6293 0.1539 0.1844  -0.371
C7 5.0489 -0.1373 0.6333  -0.460
O2 5.9354 -0.5328 -0.1063  0.083
N2 5.2587 0.0074 1.9562  0.039
H2 4.7288 0.6748 2.5115  0.123
O3 6.5771 -0.1436 2.3914  0.010
H3 7.0670 -0.3808 1.5756  0.101
C8 3.5135 0.0655 -1.3293  -0.116
H4 2.6261 0.6092 -1.6567  0.097
C9 3.4138 -1.4015 -1.7828  -0.156
H5 3.2617 -1.4411 -2.8632  0.125
H6 4.3525 -1.9080 -1.5489  0.123
H7 4.3898 0.5297 -1.7822  0.131
S1 3.3083 1.9206 0.6712  0.767
O4 3.3878 1.9924 2.1142  -0.308
O5 4.1713 2.7820 -0.0850  -0.269
C10 1.6010 2.2274 0.1987  -0.282
C11 0.5927 1.9310 1.0988  -0.051
C12 -0.7285 2.0111 0.7029  0.012
C13 -1.0330 2.3800 -0.6067  -0.237
C14 -0.0110 2.7411 -1.4867  0.027
C15 1.3069 2.6634 -1.0819  -0.055
H8 2.1138 2.9468 -1.7393  0.122
H9 -0.2732 3.0714 -2.4790  0.126
O6 -2.3052 2.4924 -1.0775  0.051
C16 -3.3248 1.7355 -0.5635  -0.248
C17 -3.1650 0.4154 -0.1463  0.006
C18 -4.2634 -0.2967 0.2907  0.021
C19 -5.5191 0.2940 0.3056  -0.195
C20 -5.6921 1.5985 -0.1231  0.006
C21 -4.5890 2.3134 -0.5554  0.026
H10 -4.7000 3.3300 -0.8961  0.127
H11 -6.6584 2.0758 -0.1275  0.119
O7 -6.5548 -0.5343 0.7753  0.139
C22 -7.7949 -0.0944 0.8187  -0.738
F1 -7.9764 0.9723 1.6182  0.160
F2 -8.2977 0.2642 -0.3763  0.161
F3 -8.5760 -1.0607 1.2878  0.183
H12 -4.1670 -1.3173 0.6214  0.115
H13 -2.1943 -0.0573 -0.1702  0.108
H14 -1.5206 1.7930 1.4025  0.127
H15 0.8560 1.6567 2.1080  0.123
H16 2.8159 -0.7551 1.9649  0.128
H17 1.6057 -0.2607 0.7771  0.095
H18 1.7608 -2.6847 0.7879  0.116
H19 3.5057 -2.6276 0.4893  0.135
H20 0.7778 -0.6682 -1.3250  0.119
H21 1.0194 -1.8102 -2.6646  0.128
H22 0.2873 -3.6044 -0.8366  0.130
H23 -0.9263 -2.6413 -1.7143  0.127
H24 -1.7586 -2.3073 1.7873  0.092
H25 -0.9833 -3.7956 1.1827  0.092

Calculated values
- relative energy (zero: lowest compared OMol25 entry of this formula, charge and spin) (kJ/mol) = 0.0

=====

Please write out number 1 again, unchanged.
Molecular formula: C4H8O2
Method: DFT, ωB97M-V/def2-TZVPD

Each line ends with the Löwdin charge.
Atoms and positions in Å:
O1 1.3693 -1.2971 0.0194  -0.096
C1 1.3040 -0.0436 -0.6696  -0.248
C2 0.4690 0.8434 0.1924  -0.143
C3 -0.9967 1.0788 0.2006  -0.144
C4 -0.7941 -0.2298 0.7944  -0.252
O2 -1.3291 -1.3448 0.1329  -0.015
H1 1.0587 -1.9946 -0.5570  0.076
H2 0.9118 -0.1495 -1.6886  0.120
H3 2.3416 0.3118 -0.7480  0.113
H4 1.0499 1.4743 0.8830  0.124
H5 -1.5341 1.0612 -0.7438  0.117
H6 -1.2878 1.8411 0.9060  0.112
H7 -0.6035 -0.4979 1.8226  0.137
H8 -1.9589 -1.0533 -0.5443  0.099

Calculated values
- relative energy (zero: lowest compared OMol25 entry of this formula, charge and spin) (kJ/mol) = 344.0